Formula: C62H51BN11O26
Source: the Open Molecules 2025 dataset
Level of theory: the ωB97M-V functional and the def2-TZVPD basis

HOMO ... -7.97 eV
Orbital gap ... 8.75 eV
ΔE to the lowest compared entry with this formula, charge and spin ... 0.0 kJ/mol
E ... -135409.21652 eV
Total charge ... -1

Positions of all 151 atoms, in Å:
O  -0.84431  -2.35402  0.27461
O  -3.10918  6.02360  4.95437
O  -0.71547  -2.02234  6.28926
O  1.40618  0.73563  -1.68395
O  0.37734  -4.58234  -8.09541
O  2.93391  2.34138  -2.02430
O  0.90847  7.28832  -2.06732
O  2.91970  5.34704  4.95793
O  -5.73928  -3.35651  -1.93114
O  -4.31330  -2.77946  6.18451
O  -4.77334  -4.20731  4.64037
O  2.66857  -5.21497  -1.38096
O  -0.26538  2.05889  -0.74990
O  0.77004  4.03912  -0.85903
O  2.53653  -1.99527  -0.78545
O  -6.64077  -5.31423  -1.94938
O  2.06484  9.10270  -2.01885
O  2.58597  -3.27216  0.95050
O  2.77632  -7.23793  -2.12663
O  -2.23754  -1.66379  -2.26405
O  -0.04120  -0.26951  0.00536
O  1.28747  4.89263  3.63631
O  -0.22518  -1.00567  4.46179
O  -3.11890  8.12738  5.41963
O  1.91608  -4.94064  -6.64077
O  -0.93833  0.14541  -2.09614
N  -6.24844  -2.35896  -5.57327
N  2.74007  -2.20169  0.39375
N  0.96001  -4.31499  -7.06196
N  1.95108  7.89629  -2.16076
N  2.46401  5.10770  3.85707
N  2.25580  -6.14291  -2.04834
N  -1.62125  2.88950  2.12285
N  -0.47001  -2.01515  5.09927
N  -2.83621  7.17912  4.70757
N  -4.38380  -3.11686  5.01472
N  -5.86253  -4.48950  -1.51046
C  1.28027  -2.72954  -5.23096
C  -0.61043  -2.44528  -6.70560
C  -3.96717  -2.15615  4.00126
C  -0.91450  -1.24278  -6.09130
C  -3.39454  -0.95908  4.38003
C  5.67350  4.97710  2.00629
C  0.50984  -3.14661  -6.29944
C  3.03399  5.78358  -2.74487
C  5.22875  4.85159  0.69875
C  -3.18396  -0.36819  2.06965
C  2.96259  4.75868  1.46957
C  -5.49945  -5.73779  0.55930
C  -3.73907  -1.59044  1.69292
C  -0.92066  -5.62529  4.41838
C  -0.91324  -4.60545  -3.21102
C  3.16032  7.13460  -2.46786
C  3.55317  0.10387  0.58782
C  4.35681  7.79990  -2.61862
C  -0.95003  7.95886  1.02051
C  -2.15544  8.73541  2.94898
C  3.22406  -1.08984  1.20638
C  -1.56754  6.40727  2.75039
C  -5.20452  -2.70476  -5.24610
C  3.42944  4.96004  2.75161
C  -0.72237  -1.34289  -0.35316
C  -3.87107  -3.12162  -4.84937
C  -0.44757  -3.29794  4.39709
C  -1.04313  -4.38612  5.01418
C  -0.60331  2.43011  2.37866
C  1.04128  -5.89288  -2.82649
C  3.28233  -1.23516  2.57741
C  4.03678  1.04176  2.72672
C  4.13626  5.08629  -3.19268
C  0.20243  -4.62077  2.52985
C  3.87731  4.67229  0.43389
C  1.85607  1.97537  -1.65124
C  -4.06428  -2.50791  2.66182
C  0.95438  -1.54679  -4.58021
C  0.19397  -4.86994  -2.42637
C  -0.31028  -6.40672  -4.73873
C  -2.97714  -0.05970  3.40624
C  -0.90150  6.68596  1.56914
C  3.95028  1.18866  1.34406
C  -1.20278  -5.44530  -4.28103
C  -1.41106  -1.01030  -1.69387
C  0.81105  -6.65084  -3.95747
C  -1.56497  8.98985  1.72664
C  -4.64787  -6.12329  1.57964
C  0.66825  1.81612  2.72280
C  0.74131  2.85836  -1.05256
C  0.15477  -3.38258  3.15611
C  4.77911  5.03835  3.05567
C  -0.28967  -5.74160  3.17954
C  -2.81991  -4.97488  0.56187
C  -0.12622  -0.80522  -5.02917
C  -3.29885  -5.77173  1.57733
C  -4.99148  -4.88678  -0.39968
C  5.36997  5.72410  -3.26665
C  -2.11816  7.45202  3.46323
C  -3.65552  -4.54318  -0.45601
C  3.66055  -0.13940  3.34858
C  5.47408  7.08314  -3.01025
B  0.03728  0.68496  -1.14136
H  4.47124  1.83348  3.32790
H  6.73658  5.10512  2.17259
H  -3.33534  -0.59545  5.39759
H  2.08353  5.28837  -2.59842
H  -1.49204  5.40996  3.15946
H  -0.46830  5.86339  1.01172
H  -3.30245  -3.89164  -1.24564
H  -1.16935  -2.74567  -7.58225
H  0.42038  -4.23712  -1.57774
H  5.91203  4.92890  -0.13798
H  4.07178  4.03881  -3.44848
H  3.92928  -0.35957  4.37458
H  -1.81503  -4.56811  0.54714
H  0.55950  1.32911  3.69371
H  1.89325  4.71847  1.31623
H  -2.49390  0.86839  3.66901
H  -4.34838  -3.51511  2.39835
H  -1.23669  -6.53463  4.91419
H  -0.51187  -6.92679  -5.66308
H  0.49243  -2.48080  2.66607
H  -2.81257  0.28951  1.29115
H  -5.02678  -6.81017  2.32608
H  0.87739  1.00909  2.01659
H  -0.41213  0.12025  -4.54584
H  -3.36899  -2.32561  -4.29828
H  -1.53046  -4.22816  5.96734
H  3.51338  4.54243  -0.57516
H  -0.56295  8.16990  0.03312
H  -6.52788  -6.06264  0.60357
H  4.39736  8.86568  -2.44512
H  3.44470  0.14320  -0.48906
H  1.57061  -7.35929  -4.26187
H  -1.64370  9.97833  1.29345
H  -0.18692  -6.70784  2.70133
H  5.09580  5.10973  4.08500
H  -1.60383  -3.79690  -3.00696
H  0.68673  -4.70726  1.56738
H  -2.59114  9.55364  3.50582
H  3.10384  -2.18317  3.06483
H  -3.91337  -3.96855  -4.16119
H  -3.71770  -1.84203  0.64083
H  -2.71846  -6.12808  2.41577
H  -2.12489  -5.35348  -4.84521
H  6.24910  5.18504  -3.59863
H  -1.78165  -0.65907  -6.36488
H  2.12091  -3.28960  -4.84839
H  -3.28581  -3.42472  -5.71468
H  1.51398  -1.26544  -3.69729
H  1.47621  2.53842  2.74628
H  6.42185  7.59748  -3.09733
H  4.25017  2.12815  0.90425

Formula: C62H52BrGeN3O6PTa
Source: the Open Molecules 2025 dataset
Level of theory: the ωB97M-V functional and the def2-TZVPD basis

HOMO (alpha / beta) ... -14.66 / -14.94 eV
Spin multiplicity ... 2
Orbital gap (alpha / beta) ... 5.92 / 5.96 eV
E ... -219265.41744 eV
Total charge ... +3

Positions of all 127 atoms, in Å:
Ta  0.40940  1.51222  0.42694
Br  3.65416  6.32577  -3.13025
Ge  1.06899  -1.01493  -0.33884
P  -2.51519  -0.31614  0.46347
O  5.98520  0.40350  5.02849
O  -0.98728  1.96059  -1.00373
O  -0.91476  3.42591  1.99159
O  0.69851  1.24734  -2.15729
O  1.21252  -2.36338  6.37181
O  0.85022  1.77431  -4.76351
N  0.24978  0.72723  2.66757
N  2.49997  1.66986  1.77386
N  -1.71386  2.52505  1.31774
C  -3.63466  0.86653  -0.37426
C  -0.06083  -1.83654  6.09838
C  -3.80427  -1.13840  1.49216
C  1.27457  -0.59068  4.37128
C  4.86083  1.53257  3.28522
C  -5.94059  -2.10407  3.01666
C  -1.08548  -0.33338  4.35243
C  -1.35905  -3.81442  -1.23578
C  1.68726  5.32607  -1.36254
C  0.96602  -2.57064  0.82483
C  -4.93887  2.89662  -0.25458
C  -2.37506  3.08699  -5.67870
C  -2.91129  2.86595  1.04868
C  0.16954  -2.66341  1.95921
C  0.91595  -3.03495  -4.65647
C  -1.87544  -2.87539  -0.34320
C  -5.54285  1.19721  -1.82693
C  2.93777  -0.90607  -0.86894
C  1.22316  -3.32175  -3.38458
C  -1.50417  -1.21487  -2.09737
C  -3.83803  2.14736  0.16474
C  3.34959  -0.64797  -2.17694
C  -4.48067  0.41846  -1.37764
C  -1.18584  -3.47839  -2.66641
C  0.16552  -2.85022  -2.48602
C  -4.58280  -2.19966  1.02810
C  2.60239  0.86752  2.84843
C  1.73684  -3.67306  0.44490
C  4.70240  -0.60677  -2.49292
C  3.90263  -1.09346  0.12420
C  -3.04976  3.14649  -4.44874
C  -1.07579  2.26030  -3.37596
C  -0.94001  0.43938  3.22669
C  -5.63834  -2.67960  1.78952
C  -0.40862  2.20894  -4.61725
C  3.38371  3.73482  -2.02294
C  -2.06624  -1.57363  -0.75085
C  2.77269  2.76150  -1.25708
C  -1.07923  2.63052  -5.76461
C  4.73704  2.41457  2.22651
C  5.65332  -0.80986  -1.50077
C  1.07899  4.34219  -0.59031
C  1.61214  3.05552  -0.52599
C  -1.94654  -2.26516  -3.16575
C  5.25355  -1.04972  -0.19110
C  0.02601  -1.47695  -2.06853
C  -5.79033  2.42834  -1.24347
C  6.11694  1.45450  4.10256
C  -0.41795  1.81059  -2.18496
C  0.04402  -0.91360  4.91943
C  2.83382  5.01509  -2.07405
C  1.34781  0.26771  3.29201
C  -2.40189  2.74267  -3.31285
C  -5.18600  -1.03660  3.47899
C  0.91485  -4.92050  2.33210
C  3.56333  2.44690  1.50336
C  3.75198  0.75670  3.59914
C  0.14241  -3.83183  2.71198
C  -1.42558  -1.91505  -4.54405
C  -4.12595  -0.55730  2.72070
C  -0.27455  -2.28455  -5.13584
C  1.71115  -4.84208  1.19500
H  3.47086  3.12817  0.68333
H  1.63913  -3.29292  -5.42175
H  -1.74910  -0.20028  -2.39978
H  0.57032  -0.82386  -2.74701
H  6.96768  1.30918  3.42881
H  -0.16969  -1.95486  -6.16359
H  5.99528  -1.21332  0.58091
H  -6.63844  3.02378  -1.55492
H  -6.19580  0.82282  -2.60519
H  -4.06571  3.51479  -4.40122
H  2.16381  -1.00769  4.81942
H  -2.11427  -3.18699  0.66551
H  4.27766  3.50761  -2.59021
H  1.26271  6.31942  -1.42216
H  6.80350  0.30266  5.52620
H  -4.33299  -0.56996  -1.79978
H  -1.79385  0.87155  2.74854
H  -1.19696  -4.34045  -3.32496
H  -5.12200  3.86817  0.19085
H  -0.54934  2.59189  -6.70798
H  1.19472  -2.85514  7.19993
H  2.37421  -3.61721  -0.43265
H  3.20481  1.76642  -1.23976
H  -0.46591  -1.26899  6.94398
H  6.70657  -0.78800  -1.75023
H  -6.76657  -2.48148  3.60553
H  -2.88161  3.40886  -6.57999
H  -4.38578  -2.65661  0.06688
H  2.13866  -3.81281  -3.08077
H  -5.42852  -0.56636  4.42389
H  6.25789  2.42158  4.59808
H  -0.48824  -3.89778  3.59095
H  0.89901  -5.83015  2.91882
H  -6.23736  -3.49842  1.41163
H  5.01544  -0.41538  -3.51181
H  -2.07394  -0.49695  4.76456
H  -1.36091  4.25886  2.23223
H  3.59999  -1.30161  1.14531
H  2.31732  -5.68839  0.89737
H  2.62129  -0.48495  -2.96362
H  -1.09963  -4.81273  -0.90283
H  -2.10015  -1.31188  -5.14318
H  -3.26204  3.83072  1.41692
H  5.54047  3.09016  1.95908
H  -0.78768  -2.62242  5.86193
H  1.21632  1.54037  -3.89469
H  -3.02778  -2.41320  -3.19203
H  3.81127  0.10275  4.45587
H  -2.89542  2.77400  -2.34965
H  -3.57355  0.29666  3.08873
H  -0.45496  -1.83051  2.25095
H  0.18008  4.60210  -0.04319

Formula: C62H59Cl2N3O3P4Tl
Source: the Open Molecules 2025 dataset
Level of theory: the ωB97M-V functional and the def2-TZVPD basis

HOMO ... -3.73 eV
Orbital gap ... 5.80 eV
E ... -142761.89347 eV
Total charge ... -1

Positions of all 134 atoms, in Å:
Tl  0.07877  0.62008  0.06799
Cl  -4.61055  1.83546  3.15220
Cl  0.44873  -0.18036  2.94945
P  -2.60850  2.41604  0.71180
P  2.81427  -1.96260  0.65981
P  0.24596  -2.89087  -0.15448
P  -3.28573  0.20620  -1.32227
O  -1.67322  2.40496  -0.48601
O  2.08234  2.77566  0.26272
O  -2.07982  -0.63294  -1.06813
N  -1.87372  1.20725  1.73314
N  1.96705  -3.01062  -0.40530
N  4.05133  3.46122  1.02763
C  5.67033  -5.23372  2.26484
C  0.12628  4.43307  3.16239
C  2.55696  -4.17579  -1.04939
C  -2.65025  3.19272  -4.75369
C  -0.12644  -4.62820  0.36728
C  -3.08395  1.38341  -2.68850
C  3.29801  2.64943  0.24001
C  -2.57177  4.68895  2.64609
C  -2.00659  0.99801  3.04700
C  5.98701  2.21962  2.05325
C  -0.09448  -1.97063  -4.11064
C  -0.20667  -5.73575  -0.47553
C  5.88244  0.13158  0.46938
C  3.63659  -3.96279  2.34655
C  -0.64331  5.26726  3.96116
C  -4.10014  2.24401  -3.08701
C  -4.93468  -1.95363  -1.01410
C  5.35290  -3.36755  0.77680
C  -3.93729  1.02580  0.11852
C  -3.13727  1.30926  3.89828
C  5.47571  3.45860  1.29344
C  -1.85139  1.43295  -3.32889
C  -6.81737  -2.59995  -2.35450
C  6.14082  -4.40527  1.25659
C  -0.39163  -7.00633  0.04929
C  -4.65802  -0.89118  -1.87682
C  6.72964  1.21813  1.16508
C  -3.88460  3.13987  -4.12418
C  4.08644  -3.14437  1.31000
C  -3.96171  5.88146  -1.02123
C  -0.96854  0.36180  3.80720
C  -0.98968  0.15998  5.16817
C  -5.99108  4.87896  -0.24763
C  -3.24997  4.81510  -0.49847
C  -0.23873  -4.82435  1.74280
C  0.39087  -2.13915  -2.82303
C  4.41745  -5.00638  2.81676
C  -3.15382  1.13436  5.26334
C  4.37129  0.34004  0.23271
C  -5.45532  -0.72212  -3.00318
C  -1.63060  2.33963  -4.35058
C  -1.99135  5.41820  3.67696
C  -5.26701  3.80660  0.26717
C  3.91379  1.55712  -0.62431
C  4.04539  -1.15871  -1.74898
C  -2.00856  -3.30996  -3.56146
C  4.92945  1.98197  -1.67512
C  -2.07627  0.56516  5.92260
C  5.21664  0.90695  -2.68282
C  -1.29678  -2.55408  -4.48231
C  -6.00261  -2.80330  -1.24752
C  3.85265  -0.91836  -0.44686
C  -6.53388  -1.56712  -3.23476
C  -3.88381  3.75147  0.15129
C  4.80729  -0.36637  -2.71662
C  -0.49940  -7.18916  1.42130
C  -0.30826  -2.91028  -1.89827
C  -1.83855  3.77631  1.88891
C  -1.51831  -3.48553  -2.27798
C  -0.46695  3.70126  2.14463
C  -0.42376  -6.09472  2.26949
C  -5.34546  5.91765  -0.89604
H  -5.22991  0.06574  -3.70973
H  2.40032  -5.09026  -0.47083
H  3.47797  4.04404  1.61848
H  6.34928  -0.10032  -0.49006
H  -0.44881  -7.85938  -0.61637
H  6.27851  -6.05722  2.61789
H  1.31335  -1.65506  -2.52010
H  -5.81341  3.02541  0.78516
H  -1.68532  -2.40771  -5.48265
H  5.09212  -0.93495  -3.59771
H  -2.09756  0.42055  6.99400
H  5.14362  1.73464  2.54751
H  -2.59934  6.09179  4.27121
H  1.18945  4.33280  3.35779
H  -4.04196  1.42233  5.81177
H  -0.19689  5.79703  4.79530
H  -0.65719  2.39946  -4.82322
H  -4.92639  1.40568  -0.13961
H  3.87339  0.40080  1.20693
H  -7.07010  4.90035  -0.13711
H  4.04646  -5.65137  3.60367
H  0.13810  3.05368  1.52246
H  7.11987  -4.58029  0.82651
H  6.02522  3.57560  0.35741
H  3.04046  1.21807  -1.18148
H  7.29861  1.77940  0.41831
H  5.71359  -2.74427  -0.03166
H  4.52173  2.84667  -2.20925
H  6.66727  2.55654  2.83864
H  -5.91302  6.75452  -1.28680
H  7.46952  0.69932  1.77813
H  -3.43591  6.68812  -1.51990
H  -0.51705  -6.23045  3.34001
H  -0.64282  -8.18364  1.82556
H  -6.20786  -3.61919  -0.56503
H  -5.05369  2.23650  -2.57088
H  -4.04043  0.22873  0.85811
H  5.94940  -0.77584  1.07239
H  -2.47975  3.90412  -5.55287
H  -3.62177  4.83922  2.43262
H  -4.67745  3.80991  -4.43406
H  -2.96123  -3.74513  -3.83975
H  -2.09514  -4.04623  -1.55230
H  2.65312  -3.77459  2.76479
H  -7.66455  -3.25110  -2.53276
H  5.87973  2.30351  -1.24082
H  -2.17065  4.78671  -0.58163
H  5.67277  4.35176  1.88425
H  -0.13809  -0.31379  5.64024
H  -0.18033  -3.96088  2.39828
H  -4.28788  -2.10457  -0.15628
H  0.45382  -1.36065  -4.81892
H  -1.06711  0.76759  -2.99235
H  5.82250  1.24873  -3.51790
H  2.10315  -4.31476  -2.03479
H  3.62923  -4.04387  -1.17206
H  -0.12333  -5.60774  -1.54711
H  -7.15930  -1.41459  -4.10646
H  3.63310  -2.07287  -2.16233